No. 1
The following is a quantum chemistry calculation of C17H41N5OPtSb as an isolated structure, from the Open Molecules 2025 dataset.

Atoms and positions in Å:
Pt1 0.19 -0.48 -1.79
C1 -2.82 -4.85 -0.59
N1 -1.54 -4.11 -0.63
C2 -0.36 -4.80 -0.11
C3 -1.50 -2.83 -0.97
N2 -0.41 -2.09 -0.80
N3 -2.65 -2.28 -1.47
C4 -2.79 -1.06 -2.10
N4 -3.98 -0.82 -2.64
N5 -1.80 -0.21 -2.13
H1 -2.62 -5.87 -0.29
H2 -3.28 -4.90 -1.58
H3 -3.51 -4.41 0.13
H4 -0.48 -5.87 -0.29
H5 -0.24 -4.64 0.96
H6 0.54 -4.50 -0.64
H7 0.37 -2.60 -0.42
H8 -3.45 -2.89 -1.52
H9 -4.74 -1.48 -2.60
H10 -4.16 0.02 -3.16
H11 -2.03 0.64 -2.65
C5 -1.67 -0.28 2.40
C6 -0.26 0.10 2.71
C7 0.69 -1.02 2.94
C8 -0.09 1.32 3.54
Sb1 0.60 1.10 0.40
C9 -0.54 2.84 -0.31
C10 -2.03 2.56 -0.20
C11 -0.19 3.98 0.66
C12 -0.15 3.23 -1.74
C13 2.77 1.54 0.42
C14 3.52 0.21 0.51
C15 3.23 2.39 -0.76
C16 2.98 2.30 1.73
H12 -2.07 -0.71 3.33
H13 -1.74 -1.05 1.63
H14 -2.30 0.58 2.15
H15 0.36 -1.49 3.88
H16 1.72 -0.69 3.09
H17 0.64 -1.79 2.17
H18 -0.44 1.00 4.54
H19 -0.73 2.14 3.25
H20 0.94 1.64 3.67
H21 -2.35 2.45 0.84
H22 -2.35 1.67 -0.73
H23 -2.58 3.41 -0.60
H24 -0.57 3.82 1.67
H25 -0.68 4.89 0.29
H26 0.87 4.21 0.70
H27 -0.21 2.39 -2.44
H28 0.85 3.65 -1.80
H29 -0.84 4.00 -2.09
H30 3.40 -0.40 -0.38
H31 3.23 -0.36 1.40
H32 4.59 0.42 0.61
H33 2.99 1.95 -1.73
H34 4.32 2.47 -0.70
H35 2.83 3.40 -0.70
H36 2.83 1.67 2.60
H37 2.40 3.21 1.82
H38 4.03 2.61 1.76
C17 2.67 -1.10 -3.10
O1 2.03 -0.29 -2.08
H39 2.20 -0.96 -4.07
H40 2.62 -2.16 -2.81
H41 3.71 -0.80 -3.14

Output
* charge: +3
* HOMO-LUMO gap: 0.24369 hartree
* 2S+1: 1
* relative energy (zero: lowest compared OMol25 entry of this formula, charge and spin): 32.6 kcal/mol

Here are the Mulliken charges for atoms 1 to 6, given in e: 2.843 -1.080 0.034 -1.172 0.654 -1.127


No. 2
The following is a quantum chemistry calculation of a 2-piece molecular cluster, C22H26N4O8S overall, from the Open Molecules 2025 dataset.

Atoms and positions in Å:
C1 1.79 -3.92 -3.96
N1 2.34 -4.58 -2.78
C2 1.84 -4.58 -1.53
O1 2.43 -5.18 -0.65
C3 0.55 -3.79 -1.21
C4 0.93 -2.36 -0.79
C5 -0.25 -1.44 -0.54
C6 -0.89 -0.81 -1.62
C7 -2.02 0.01 -1.39
C8 -2.50 0.19 -0.08
O2 -3.60 0.96 0.13
C9 -1.85 -0.43 1.00
C10 -0.73 -1.24 0.77
N2 -0.20 -4.45 -0.14
C11 -1.52 -4.58 0.01
C12 -2.47 -4.14 -1.09
O3 -1.98 -5.09 1.02
H1 1.64 -2.86 -3.77
H2 0.83 -4.37 -4.24
H3 2.48 -4.03 -4.80
H4 3.18 -5.12 -2.88
H5 -0.06 -3.74 -2.11
H6 1.54 -2.40 0.12
H7 1.55 -1.91 -1.57
H8 -0.53 -0.95 -2.63
H9 -2.52 0.50 -2.21
H10 -3.89 0.91 1.05
H11 -2.21 -0.28 2.01
H12 -0.24 -1.74 1.60
H13 0.35 -4.85 0.60
H14 -2.38 -3.07 -1.24
H15 -3.48 -4.37 -0.79
H16 -2.23 -4.67 -2.01
O4 -2.70 4.52 4.95
C13 -1.58 4.81 5.35
O5 -1.37 5.54 6.48
C14 -0.42 4.36 4.52
O6 0.73 4.37 4.96
N3 -0.66 3.93 3.22
C15 0.25 3.49 2.25
S1 1.95 3.13 2.53
C16 2.16 2.67 0.86
C17 1.00 2.79 0.12
C18 -0.13 3.28 0.93
C19 -1.49 3.54 0.39
O7 -1.64 3.60 -0.82
O8 -2.52 3.71 1.25
C20 0.99 2.41 -1.34
C21 2.19 1.53 -1.71
N4 3.42 2.11 -1.16
C22 3.47 2.19 0.31
H17 -2.25 5.72 6.85
H18 -1.64 3.98 2.92
H19 -3.28 3.82 0.66
H20 0.08 1.86 -1.58
H21 1.01 3.32 -1.94
H22 2.26 1.44 -2.80
H23 2.05 0.52 -1.30
H24 4.25 1.65 -1.53
H25 4.27 2.89 0.61
H26 3.70 1.21 0.73

Output
* charge: 0
* HOMO-LUMO gap: 0.28832 hartree
* 2S+1: 1
* SMILES: CNC(=O)[C@H](Cc1ccc(O)cc1)NC(C)=O.O=C(O)C(=O)Nc1sc2c(c1C(=O)O)CCNC2

Here are the Mulliken charges for atoms 1 to 6, given in e: -0.748 -0.129 -0.047 -0.696 0.153 -1.641


No. 3
The following is a quantum chemistry calculation of a 2-piece molecular cluster, C11H21N3O4 overall, from the Open Molecules 2025 dataset.

Atoms and positions in Å:
C1 0.56 0.84 -2.21
C2 -0.58 1.25 -1.22
C3 1.94 0.41 -1.68
C4 2.50 1.51 -0.79
C5 2.98 1.13 0.60
C6 -1.16 -1.06 -0.61
C7 -2.45 -1.86 -1.08
C8 -0.60 -1.69 0.62
C9 -1.23 -0.86 1.77
C10 -0.36 -1.09 3.09
C11 -2.75 -1.40 1.99
H1 -0.69 2.34 -3.46
H2 1.45 2.64 -2.78
H3 0.35 -0.17 -2.55
H4 2.50 0.15 -2.61
H5 1.71 -0.52 -1.07
H6 1.68 2.35 -0.64
H7 3.41 2.01 -1.43
H8 4.39 2.85 0.75
H9 4.10 1.84 2.06
H10 -1.92 0.57 0.16
H11 -0.57 -1.26 -1.46
H12 0.54 -1.51 0.65
H13 -1.00 -2.79 0.70
H14 -0.95 0.28 1.63
H15 0.70 -0.54 3.29
H16 -0.93 -0.75 4.08
H17 -0.19 -2.15 3.38
H18 -3.16 -0.96 2.89
H19 -3.54 -1.11 1.14
H20 -2.69 -2.48 2.10
H21 -3.01 -0.26 -1.85
N1 0.71 1.80 -3.37
N2 3.88 2.00 1.14
N3 -1.30 0.32 -0.57
O1 -0.87 2.37 -1.02
O2 2.56 0.07 1.10
O3 -2.66 -3.04 -0.88
O4 -3.35 -1.25 -1.85

Output
* charge: 0
* HOMO-LUMO gap: 0.36761 hartree
* 2S+1: 1
* relative energy (zero: lowest compared OMol25 entry of this formula, charge and spin): 163.6 kcal/mol

Here are the Mulliken charges for atoms 1 to 6, given in e: 0.278 0.148 -0.369 -0.512 0.345 0.563


No. 4
The following is a quantum chemistry calculation of C26H39ClCsF4KN2O10S3 as an isolated structure, from the Open Molecules 2025 dataset.

Atoms and positions in Å:
O1 3.05 -3.73 2.11
S1 3.13 -2.51 1.22
O2 4.50 -1.89 1.46
F1 3.01 -3.02 -0.38
C1 1.78 -1.34 1.72
C2 0.31 -1.80 2.05
C3 -0.82 -0.78 2.48
S2 -2.57 -1.23 2.86
O3 -3.37 0.07 2.94
O4 -2.76 -1.93 4.18
C4 -3.23 -2.16 1.38
F2 -2.62 -1.55 0.22
F3 -4.63 -1.84 1.30
F4 -3.04 -3.55 1.44
C5 -0.45 0.74 2.62
C6 1.01 1.17 2.28
N1 1.39 2.56 2.40
S3 3.05 2.52 1.93
N2 3.40 0.88 1.55
C7 2.16 0.19 1.82
H1 0.08 -2.92 1.96
H2 -1.28 1.48 2.94
C8 -5.44 3.89 5.74
C9 -4.53 3.85 4.53
C10 -5.15 3.07 3.38
O5 -3.29 3.25 4.89
H3 -5.64 2.88 6.11
H4 -4.98 4.45 6.55
H5 -6.40 4.36 5.50
H6 -4.31 4.88 4.20
H7 -5.34 2.03 3.68
H8 -4.48 3.04 2.52
H9 -6.10 3.52 3.07
H10 -3.47 2.35 5.18
C11 1.91 -8.57 2.52
O6 1.41 -7.44 1.82
C12 2.40 -6.84 0.99
C13 2.21 -7.23 -0.47
O7 2.46 -8.62 -0.67
C14 1.26 -9.38 -0.78
H11 1.06 -9.11 2.95
H12 2.45 -9.25 1.86
H13 2.56 -8.25 3.34
H14 3.41 -7.09 1.33
H15 2.28 -5.75 1.08
H16 2.93 -6.69 -1.08
H17 1.20 -6.96 -0.82
H18 0.79 -9.20 -1.75
H19 0.55 -9.13 0.02
H20 1.52 -10.44 -0.70
Cs1 -5.70 3.56 1.08
C15 4.56 1.14 -2.56
C16 5.99 1.09 -2.03
C17 6.22 2.00 -0.83
C18 6.02 3.50 -1.09
C19 6.88 4.09 -2.21
C20 8.37 4.00 -1.92
H21 4.30 2.13 -2.93
H22 4.44 0.43 -3.39
H23 3.85 0.85 -1.78
H24 6.68 1.33 -2.84
H25 6.21 0.06 -1.73
H26 7.23 1.83 -0.45
H27 5.54 1.70 -0.02
H28 6.22 4.04 -0.16
H29 4.96 3.68 -1.33
H30 6.61 5.14 -2.33
H31 6.66 3.60 -3.16
H32 8.62 4.52 -0.99
H33 8.94 4.47 -2.73
H34 8.71 2.96 -1.84
C21 -5.89 0.82 -5.84
C22 -6.27 1.19 -4.62
C23 -6.40 2.61 -4.24
O8 -6.74 2.94 -3.12
C24 -6.08 3.62 -5.30
C25 -5.70 3.24 -6.53
C26 -5.58 1.82 -6.89
O9 -5.23 1.48 -8.01
H35 -5.79 -0.22 -6.13
H36 -6.50 0.47 -3.84
H37 -6.18 4.66 -5.02
H38 -5.47 3.96 -7.31
O10 -5.31 8.27 2.51
H39 -5.68 8.04 3.36
K1 -3.96 5.24 -6.50
Cl1 -7.92 4.76 -4.73

Output
* charge: 0
* HOMO-LUMO gap: 0.05509 hartree
* 2S+1: 1

Here are the Mulliken charges for atoms 1 to 6, given in e: -0.574 1.280 -0.544 -0.263 0.177 -0.552


No. 5
The following is a quantum chemistry calculation of an isolated molecule of C4H7N3O, from the Open Molecules 2025 dataset.

Atoms and positions in Å:
N1 -0.15 -1.09 1.20
C1 -0.05 -0.77 -0.20
C2 -1.43 -0.80 -0.65
C3 -0.98 0.59 -0.36
N2 -0.05 1.30 0.70
N3 1.09 1.03 -0.17
C4 1.23 -0.29 -0.39
O1 2.38 -0.85 -0.35
H1 0.33 -0.22 1.45
H2 0.43 -1.90 1.36
H3 -2.29 -1.38 -0.07
H4 -1.52 -0.61 -1.84
H5 -0.63 1.18 -1.31
H6 -0.39 2.25 0.62
H7 2.05 1.57 0.00

Output
* charge: 0
* HOMO-LUMO gap: 0.35497 hartree
* 2S+1: 1
* SMILES: N[C@@]12C[C@H]1NNC2=O
* relative energy (zero: lowest compared OMol25 entry of this formula, charge and spin): 177.1 kcal/mol

Here are the Mulliken charges for atoms 1 to 6, given in e: -0.578 0.612 -0.147 -0.711 -0.438 -0.228


No. 6
The following is a quantum chemistry calculation of a 2-piece molecular cluster, C2H9N2O overall, from the Open Molecules 2025 dataset.

Atoms and positions in Å:
C1 -2.70 0.25 0.02
N1 0.95 0.19 -0.64
C2 -0.43 0.23 -0.81
N2 -1.29 0.24 0.30
H1 -2.87 -0.42 -0.82
H2 -3.11 1.23 -0.21
H3 -3.24 -0.14 0.89
H4 1.42 0.39 0.22
H5 1.51 -0.20 -1.37
H6 -0.82 -0.03 -1.78
H7 -1.02 0.89 1.03
H8 3.76 -1.65 1.17
H9 4.34 -0.24 1.05
O1 3.53 -0.74 0.93

Output
* charge: 0
* HOMO-LUMO gap (spin up / spin down): 0.19959 / 0.34128 hartree
* 2S+1: 2
* relative energy (zero: lowest compared OMol25 entry of this formula, charge and spin): 1.6 kcal/mol

Here are the Mulliken charges for atoms 1 to 6, given in e: -0.771 -0.279 -0.333 -0.293 0.296 0.277


Calculated strongest force on any atom in order - 1.08 3.85 5.46 9.75 7.13 0.67 eV/Å
Calculated calculated total energy in order - -1379.885560 -2073.155961 -896.798511 -4549.629952 -395.866188 -266.272021 hartree